ORCA calculation (wB97M-V/def2-TZVPD) on a molecular structure, C24H60F10Li2N5O32S10 at a distorted geometry.

XYZ file:
```
143
Properties=species:S:1:pos:R:3:mulliken_charge:R:1
Li -0.1332 -1.1386 -2.7339 0.851
Li 1.5904 -2.1048 -1.1560 0.710
N -4.1696 -0.2947 -3.9715 -0.477
S -4.7511 -1.7808 -4.4660 1.125
O -5.6595 -2.4671 -3.6474 -0.573
O -3.8858 -2.4954 -5.3384 -0.576
F -5.7322 -1.0928 -5.5652 -0.366
S -3.3301 -0.7721 -2.7204 0.884
O -2.0726 -1.3687 -3.1022 -0.360
O -4.0278 -1.2674 -1.5888 -0.355
F -2.9048 0.6739 -2.1577 -0.354
N -5.5097 -4.6257 -1.1247 -0.492
S -4.7927 -4.7509 0.3308 0.945
O -3.5366 -4.1272 0.5209 -0.072
O -4.9939 -6.0280 0.9084 -0.682
F -5.8082 -3.8081 1.1056 -0.294
S -4.2917 -5.0509 -2.0740 1.015
O -3.6511 -6.2849 -1.7408 -0.562
O -3.4727 -3.9888 -2.5354 -0.400
F -5.1251 -5.4292 -3.3773 -0.341
N -0.2752 -0.2779 6.5091 -0.257
S 1.1530 -0.0728 7.3198 1.161
O 2.0624 0.8518 6.7396 -0.606
O 1.6106 -1.2522 7.9839 -0.655
F 0.5193 0.7501 8.5493 -0.325
S 0.1865 -1.2994 5.3614 1.031
O 0.1241 -2.6649 5.7865 -0.656
O 1.2666 -0.9133 4.5114 -0.490
F -1.0937 -1.1145 4.4393 -0.139
N 0.1697 -0.7683 -0.8375 0.545
S 0.8419 0.7226 -0.3284 0.663
O 1.9624 0.6326 0.5383 -0.623
O -0.0343 1.8206 -0.3182 -0.511
F 1.5059 0.9025 -1.7904 -0.353
S -0.7952 -1.0208 0.4435 0.695
O -2.0158 -0.3264 0.4191 -0.292
O -0.1276 -1.2628 1.6613 -0.565
F -1.2058 -2.4689 -0.0465 -0.509
N -1.3352 0.5914 -6.1099 -0.168
S -0.9793 0.2131 -7.6115 1.114
O -0.0219 -0.8454 -7.7493 -0.614
O -0.9874 1.2727 -8.5669 -0.644
F -2.3580 -0.5361 -7.9495 -0.267
S 0.0404 0.9506 -5.4206 0.823
O 1.0798 1.3866 -6.2832 -0.570
O 0.3330 0.0702 -4.3314 -0.478
F -0.3344 2.2921 -4.6900 -0.276
C -5.6616 3.1068 2.6753 -0.556
O -7.0250 2.9414 2.9883 -0.419
C -7.4129 1.6325 3.3871 -0.603
C -6.9587 0.5295 2.4676 -0.492
O -5.6503 0.1567 2.8219 -0.312
C -5.1592 -0.9312 2.0219 -0.542
H -5.0128 2.8980 3.5395 0.298
H -5.4944 4.1255 2.3324 0.333
H -5.2989 2.4114 1.9131 0.164
H -8.5035 1.6973 3.3942 0.306
H -7.0738 1.4292 4.4117 0.311
H -7.0128 0.8753 1.4264 0.365
H -7.6029 -0.3524 2.6147 0.427
H -4.0781 -0.9162 2.1335 0.043
H -5.4395 -0.8411 0.9716 0.374
H -5.5251 -1.8635 2.4563 0.318
C 4.7525 -1.1253 -1.3189 -0.837
O 3.6639 -1.5290 -0.5161 0.171
C 4.0375 -2.2270 0.6631 -0.772
C 2.7670 -2.3774 1.4491 -0.430
O 1.8101 -3.0860 0.6282 0.423
C 1.8991 -4.4938 0.7404 -0.996
H 5.3439 -0.3266 -0.8547 0.192
H 4.3700 -0.7257 -2.2563 0.209
H 5.4312 -1.9714 -1.4804 0.348
H 4.7785 -1.6771 1.2602 0.446
H 4.5275 -3.1892 0.4506 0.391
H 2.2870 -1.4287 1.6796 -0.073
H 2.8501 -2.9259 2.3890 0.487
H 1.0120 -4.8804 0.2452 0.262
H 1.7368 -4.8852 1.7518 0.236
H 2.8185 -4.9297 0.3332 0.258
C 4.6895 2.7194 -0.6314 -0.396
O 5.2244 4.0242 -0.6396 -0.366
C 6.2897 4.1543 -1.5512 -0.303
C 6.5591 5.5992 -1.8490 -0.569
O 6.7276 6.3834 -0.6960 -0.286
C 7.4309 7.5578 -0.9371 -0.735
H 4.0388 2.6050 -1.4998 0.025
H 4.0506 2.5376 0.2315 0.244
H 5.4860 1.9641 -0.6244 0.312
H 6.0734 3.6320 -2.4982 0.211
H 7.1689 3.6221 -1.1500 0.373
H 5.7587 6.0762 -2.4290 0.279
H 7.4524 5.5648 -2.5012 0.342
H 7.7304 8.0141 0.0031 0.250
H 6.8255 8.3004 -1.4838 0.274
H 8.3104 7.3624 -1.5672 0.301
C -1.2383 -5.5098 2.4706 -0.225
O -1.0130 -6.8030 1.9358 -0.477
C -1.8204 -7.1159 0.7993 0.121
C -1.1824 -8.2559 0.0547 -0.869
O 0.1446 -8.0107 -0.3637 -0.153
C 0.7957 -9.1596 -0.7801 -0.818
H -2.2663 -5.3913 2.8245 0.334
H -0.9860 -4.7502 1.7273 -0.116
H -0.5860 -5.3594 3.3317 0.267
H -1.8016 -6.2157 0.1767 0.030
H -2.8320 -7.4052 1.0897 0.298
H -1.8029 -8.3721 -0.8571 0.369
H -1.2940 -9.2617 0.4875 0.409
H 0.6674 -10.0175 -0.1071 0.325
H 1.8417 -8.9092 -0.9612 0.204
H 0.4090 -9.5208 -1.7546 0.314
C -0.3649 3.9121 7.9012 -0.784
O -0.2432 3.2866 6.6477 -0.052
C -0.7766 4.0516 5.6302 -0.801
C -0.6277 3.4184 4.2737 -0.373
O -1.2607 2.1891 4.2891 -0.370
C -1.3836 1.6097 3.0186 -0.539
H -1.4142 4.1823 8.0951 0.326
H 0.2929 4.7918 7.9865 0.313
H -0.0715 3.2179 8.6874 0.158
H -0.2814 5.0522 5.5591 0.366
H -1.7986 4.4358 5.8055 0.356
H 0.4209 3.4182 3.9478 0.224
H -1.1636 4.0690 3.5563 0.354
H -1.9008 2.2730 2.3059 0.454
H -1.8361 0.6377 3.1584 0.036
H -0.4551 1.4202 2.4537 0.335
C 3.3320 6.6817 -5.5758 -0.609
O 2.0572 6.1359 -5.6491 -0.368
C 1.6793 5.3061 -4.5697 -0.816
C 2.6603 4.2870 -4.0390 0.498
O 2.8770 3.2905 -4.9869 -0.358
C 3.3876 2.1012 -4.4388 -0.415
H 3.4966 7.2256 -6.5040 0.275
H 4.1378 5.9407 -5.4676 0.193
H 3.4433 7.3614 -4.7104 0.282
H 0.6765 4.9136 -4.6943 0.400
H 1.6490 6.0301 -3.7237 0.387
H 2.2008 3.9430 -3.1065 0.125
H 3.5956 4.8303 -3.8442 -0.161
H 4.3726 2.3106 -3.9809 0.290
H 3.4308 1.3311 -5.2001 0.450
H 2.8061 1.7346 -3.5901 -0.133
```

- Total energy: -8627.40426 Eh
- HOMO level: -3.06 eV
- Net charge: -3
- HOMO-LUMO gap: 0.2479 hartree
- Energy relative to the best compared isomer or geometry (same formula, charge and spin): 0.0 kJ/mol